Record 1
This record from OMol25 describes a molecular structure, C30H43Cl3NPPd. The level of theory is ωB97M-V/def2-TZVPD.

Its expectation value of S² is 6.060. The calculation puts the HOMO-LUMO gap (spin up / spin down) at 6.926 / 5.984 eV. The value obtained for the strongest force on any atom is 3.9 eV Å⁻¹. For the HOMO energy (spin up / spin down), the calculation gives -6.64 / -8.96 eV. Its total energy is -3073.42682 Eh. The calculation puts the relative energy (zero: lowest compared OMol25 entry of this formula, charge and spin) at 0.0 kJ/mol.

The geometry in ORCA input format:
```
! wB97M-V def2-TZVPD RIJCOSX def2/J DEFGRID3
* xyz 0 5
P 0.6809 -0.0892 -0.2560
C 0.3684 0.3694 -2.0760
C 1.3460 -0.1720 -3.1322
C 1.0675 0.4053 -4.5231
C -0.4099 0.2901 -4.9464
C -1.3795 0.7466 -3.8542
C -1.0636 0.0717 -2.5077
C 0.2298 -1.9000 -0.0907
C 0.6887 -2.7587 -1.2614
C 0.4272 -4.2460 -0.9823
C -1.0322 -4.5029 -0.5740
C -1.5390 -3.5576 0.5261
C -1.2522 -2.0872 0.2105
C 2.5382 -0.2693 -0.2887
C 3.1937 1.0988 -0.5406
C 4.6847 0.8801 -0.8511
C 5.3851 0.1198 0.2787
C 4.6712 -1.1810 0.6400
C 3.1686 -0.9980 0.9111
H 0.4595 1.4669 -2.0079
H 1.2544 -1.2652 -3.1900
H 2.3903 0.0449 -2.8753
H 1.7008 -0.1143 -5.2570
H 1.3691 1.4634 -4.5384
H -0.5703 0.8752 -5.8605
H -0.6224 -0.7603 -5.1940
H -1.3138 1.8363 -3.7223
H -2.4118 0.5212 -4.1537
H -1.7590 0.4741 -1.7663
H -1.2255 -1.0139 -2.6076
H 0.7728 -2.2130 0.8118
H 1.1086 -4.5830 -0.1860
H 1.7609 -2.6261 -1.4758
H 0.1382 -2.4752 -2.1699
H 0.6758 -4.8284 -1.8820
H -1.1361 -5.5471 -0.2533
H -1.6622 -4.3773 -1.4662
H -2.6135 -3.7132 0.6702
H -1.0489 -3.8147 1.4745
H -1.5273 -1.4638 1.0699
H -1.8620 -1.7641 -0.6429
H 2.7682 -0.9093 -1.1599
H 2.7104 1.6355 -1.3764
H 3.0692 1.7135 0.3631
H 4.7650 0.3020 -1.7843
H 5.1650 1.8482 -1.0315
H 5.4389 0.7657 1.1621
H 6.4150 -0.0966 -0.0131
H 5.1447 -1.6581 1.5030
H 4.7716 -1.8830 -0.1990
H 2.7141 -1.9917 1.0536
H 2.9654 -0.4296 1.8294
Pd -0.3028 1.1976 1.2950
Cl 0.3171 -0.4307 2.9406
Cl -1.1153 2.7388 -0.3549
C -2.0882 1.0100 2.2381
H -2.0056 1.1118 3.3388
C -3.3847 0.7964 1.7422
C -4.4770 0.7578 2.6829
C -5.7081 0.2773 2.2854
C -5.9017 -0.1871 0.9672
C -4.8677 -0.0947 0.0187
C -3.6497 0.4663 0.3747
H -4.2693 1.0780 3.7074
H -6.5379 0.2373 2.9941
H -5.0103 -0.4601 -1.0037
H -2.8547 0.6930 -0.3328
H -6.8647 -0.6114 0.6734
Cl -2.0169 6.2821 3.6397
C -1.0085 4.9200 3.8106
C -0.1725 4.7812 4.9184
C 0.5944 3.6219 5.0204
C 0.5339 2.6842 3.9847
N -0.2349 2.8560 2.9132
C -1.0349 3.9234 2.8180
H -0.1502 5.5647 5.6667
H 1.2319 3.3970 5.8712
H 1.0917 1.7483 4.0253
H -1.6922 4.0019 1.9586
*
```

Record 2
This record from OMol25 describes a molecular structure, C30H43CoF5OP2. The level of theory is ωB97M-V/def2-TZVPD.

Its expectation value of S² is 6.065. The calculation puts the HOMO-LUMO gap (spin up / spin down) at 6.449 / 4.846 eV. The value obtained for the strongest force on any atom is 2.8 eV Å⁻¹. For the HOMO energy (spin up / spin down), the calculation gives -9.93 / -9.93 eV. Its total energy is -3808.46206 Eh. The calculation puts the relative energy (zero: lowest compared OMol25 entry of this formula, charge and spin) at 120.0 kJ/mol.

The geometry in ORCA input format:
```
! wB97M-V def2-TZVPD RIJCOSX def2/J DEFGRID3
* xyz 1 5
Co 1.0874 0.6533 -2.9564
C -1.5571 -0.8530 0.4039
C -1.9446 0.1569 -0.5054
C -0.3657 -1.1678 -1.5324
C -0.6043 -1.6987 -0.2377
C -1.2372 -0.0601 -1.7276
C -2.1327 -1.0697 1.7388
H -2.6791 -0.1850 2.0756
H -1.3486 -1.3016 2.4663
H -2.8431 -1.9113 1.7245
C -0.0264 -2.9218 0.3344
H 0.1881 -2.7804 1.4006
H 0.9066 -3.1746 -0.1728
H -0.6989 -3.7851 0.2241
C 0.4833 -1.7775 -2.5813
H -0.1071 -2.4564 -3.2122
H 1.2583 -2.4103 -2.1316
H 0.9981 -1.0379 -3.2839
C -1.6262 0.4878 -3.0408
H -2.3492 -0.2266 -3.4652
H -0.7890 0.6327 -3.7593
H -2.1708 1.4313 -2.9256
C -2.9517 1.2068 -0.2715
H -3.9799 0.8852 -0.5001
H -2.7561 2.0862 -0.8963
H -2.9596 1.5270 0.7766
C 1.6793 1.1363 1.5413
C 0.4771 1.5520 1.9757
C -0.2889 2.8191 1.7417
C 0.3442 3.8117 0.7474
C 0.3192 3.2614 -0.6296
C 1.2342 2.4915 -1.2793
C 2.4875 1.8735 -0.8015
C 2.6989 1.8916 0.7286
H -0.4042 3.2846 2.7333
H 1.3345 4.1162 1.1154
H -1.3038 2.5695 1.3889
H 2.8258 2.9250 1.1007
H 1.9389 0.0950 1.7875
H 0.0447 0.9313 2.7747
H 3.6524 1.3760 0.9373
H 2.5771 0.8294 -1.1806
H 1.0859 2.3286 -2.4050
H 3.3843 2.3757 -1.2463
H -0.2863 4.7173 0.7393
H -0.5777 3.4615 -1.2162
P 4.5954 4.3322 -1.1878
P 4.9605 4.1444 -4.1997
C 5.8662 5.5063 -1.9034
C 6.3594 4.9746 -3.2553
H 6.6829 5.6158 -1.1700
H 5.3799 6.4890 -2.0100
H 6.7894 5.7799 -3.8756
H 7.1394 4.2065 -3.1219
C 6.0289 3.8359 -5.6616
H 5.4193 3.4299 -6.4727
H 6.7800 3.0892 -5.3918
H 6.5336 4.7521 -5.9951
C 4.2784 5.7449 -4.8415
H 5.0937 6.4140 -5.1573
H 3.6748 6.2403 -4.0732
H 3.6345 5.5159 -5.6989
C 5.7845 3.4981 -0.0345
H 5.2619 2.7756 0.6090
H 6.2670 4.2694 0.5863
H 6.5386 2.9607 -0.6311
C 3.8481 5.5028 -0.0028
H 3.3464 6.2898 -0.5763
H 4.6228 5.9375 0.6375
H 3.0986 5.0029 0.6199
F 1.9369 -3.0398 7.9885
C 1.6973 -2.7569 6.7000
C 0.6414 -3.3869 6.0393
F -0.0747 -4.3418 6.6668
C 0.3566 -3.0394 4.7394
F -0.6488 -3.6479 4.0758
C 1.0677 -1.9896 4.0654
O 0.7005 -1.5198 2.9566
C 2.2222 -1.4866 4.7511
F 3.0121 -0.6277 4.0799
C 2.5009 -1.8232 6.0502
F 3.5628 -1.2784 6.6767
*
```